No. 1
A molecular structure, C56H60N3OP2S4SeV. Source: the OMol25 dataset; level of theory: ωB97M-V/def2-TZVPD.

* E: -218506.8297 eV
* LUMO level (spin up / spin down): -0.2138 / -0.1932 Ha
* molar mass: 1111.24 g mol⁻¹
* spin multiplicity: 3
* energy above the lowest of the compared OMol25 structures with the same formula, charge and spin: 0.0 kcal per mole
* frontier orbital gap (spin up / spin down): 6.44 / 7.00 eV
* total charge: +2

The geometry in XYZ format:
```
128
Properties=species:S:1:pos:R:3:mulliken_spin:R:1
V 0.5702 0.2266 0.0884 1.881
C -3.6981 7.1372 -3.0278 0.000
S -2.1137 6.2732 -2.9330 0.000
C -2.5225 4.7891 -3.8927 0.001
C -2.4113 3.5026 -3.0855 0.001
C -0.9586 3.2452 -2.7105 0.000
N -0.7777 2.1357 -1.7342 0.045
P -0.5174 0.4958 -2.1276 -0.037
C -2.1059 -0.1376 -2.6911 0.031
C -3.2644 0.3931 -2.1245 -0.008
C -4.5112 -0.0588 -2.5350 0.002
C -4.6050 -1.0502 -3.5038 -0.003
C -3.4524 -1.6101 -4.0460 0.001
C -2.2008 -1.1625 -3.6364 -0.001
C 0.6193 0.3745 -3.5314 -0.102
C 0.2481 0.7550 -4.8283 -0.004
C 1.1762 0.7287 -5.8564 0.000
C 2.4810 0.3072 -5.6106 0.000
C 2.8548 -0.0970 -4.3384 0.006
C 1.9273 -0.0608 -3.3035 0.010
P -0.4787 2.4143 -0.0676 -0.051
C -1.9495 3.1924 0.5715 -0.028
C -2.1831 4.5616 0.4611 -0.003
C -3.4260 5.0721 0.8242 0.000
C -4.4187 4.2256 1.3037 0.000
C -4.1840 2.8590 1.4252 0.001
C -2.9525 2.3439 1.0577 -0.005
C 0.8996 3.5723 0.0516 -0.009
C 1.9041 3.5440 -0.9157 0.025
C 3.0431 4.3251 -0.7626 0.005
C 3.1899 5.1227 0.3645 -0.002
C 2.2024 5.1382 1.3451 0.003
C 1.0624 4.3628 1.1933 0.009
H -3.5588 8.1003 -2.5361 0.000
H -4.4912 6.5904 -2.5159 0.000
H -3.9797 7.3200 -4.0643 0.000
H -1.8516 4.7573 -4.7555 0.000
H -3.5380 4.9050 -4.2728 0.000
H -2.8101 2.6712 -3.6764 0.000
H -3.0115 3.5819 -2.1730 0.000
H -0.5351 4.1430 -2.2648 0.002
H -0.3677 3.0360 -3.5994 0.000
H -3.1957 1.1741 -1.3764 -0.004
H -5.4091 0.3663 -2.1010 0.000
H -5.5799 -1.3872 -3.8390 0.000
H -3.5283 -2.3906 -4.7946 0.000
H -1.3083 -1.6078 -4.0612 -0.001
H -0.7732 1.0537 -5.0402 0.000
H 0.8827 1.0291 -6.8552 0.000
H 3.2021 0.2824 -6.4206 0.000
H 3.8623 -0.4514 -4.1546 0.000
H 2.2273 -0.4030 -2.3214 0.023
H -1.4243 5.2299 0.0739 0.000
H -3.6161 6.1358 0.7266 0.000
H -5.3830 4.6326 1.5890 0.000
H -4.9565 2.2036 1.8128 0.000
H -2.7665 1.2808 1.1552 0.011
H 1.8103 2.9058 -1.7881 -0.007
H 3.8149 4.3111 -1.5251 0.000
H 4.0795 5.7331 0.4826 0.000
H 2.3229 5.7533 2.2295 0.000
H 0.3024 4.3748 1.9660 0.000
O 2.2098 0.2234 0.4149 0.114
C 3.5484 0.0754 1.0722 0.013
C 3.3730 0.4126 2.5420 -0.020
C 4.1868 0.0791 3.5817 -0.001
C 3.7593 0.6363 4.8282 0.001
C 2.6221 1.3705 4.7051 0.002
S 2.0863 1.3985 3.0890 0.039
C 4.4692 1.0444 0.3742 0.003
C 4.6697 1.1663 -0.9700 -0.002
C 5.6274 2.1715 -1.2967 0.001
C 6.1290 2.7765 -0.1798 -0.001
S 5.4392 2.1478 1.2423 0.000
C 3.9807 -1.3687 0.8413 0.015
C 5.1664 -1.9419 1.1728 0.000
C 5.2538 -3.3211 0.7864 0.000
C 4.1336 -3.7587 0.1518 0.003
S 2.9822 -2.5027 0.0212 0.031
H 5.0814 -0.5235 3.4797 0.000
H 4.2780 0.4866 5.7681 0.000
H 2.0723 1.9018 5.4732 0.000
H 4.1546 0.5578 -1.7074 0.002
H 5.9387 2.4198 -2.3068 0.000
H 6.8773 3.5599 -0.1192 0.000
H 5.9837 -1.4041 1.6454 0.000
H 6.1248 -3.9453 0.9637 0.000
H 3.9288 -4.7403 -0.2647 0.000
C -1.1344 -4.4594 4.8447 0.000
C 0.2866 -3.9978 5.1815 0.000
C 0.6889 -2.6946 4.4794 -0.003
C 1.3834 -2.8435 3.1370 0.006
N 0.5191 -3.4734 2.1015 -0.019
C -0.4365 -2.8653 1.4133 0.115
Se -0.8370 -1.0270 1.5322 -0.072
N -1.0798 -3.7505 0.6488 -0.009
C -2.2738 -3.5206 -0.2045 0.000
C -3.5581 -3.9930 0.4609 0.002
C -3.9500 -3.1808 1.6956 -0.003
C -4.5556 -1.8240 1.3292 0.001
C -0.5189 -5.0157 0.8753 -0.003
C -0.8277 -6.2631 0.3382 -0.001
C -0.0596 -7.3210 0.7765 -0.001
C 0.9837 -7.1385 1.7088 -0.001
C 1.2831 -5.8957 2.2251 0.000
C 0.4964 -4.8368 1.7850 0.003
H -1.3883 -5.3858 5.3659 0.000
H -1.2748 -4.6471 3.7723 0.000
H -1.8652 -3.7017 5.1469 0.000
H 1.0051 -4.7890 4.9411 0.000
H 0.3601 -3.8507 6.2592 0.000
H 1.3770 -2.1155 5.0986 0.001
H -0.1991 -2.0712 4.3400 -0.001
H 2.2741 -3.4640 3.2045 0.001
H 1.6929 -1.8756 2.7642 -0.008
H -2.0958 -4.0536 -1.1376 0.000
H -2.3098 -2.4593 -0.4321 0.003
H -3.4595 -5.0525 0.7119 0.000
H -4.3493 -3.9209 -0.2930 0.000
H -3.0804 -3.0424 2.3473 0.000
H -4.6667 -3.7562 2.2837 0.000
H -3.8572 -1.2057 0.7530 0.000
H -4.8303 -1.2578 2.2234 0.001
H -5.4604 -1.9547 0.7272 0.000
H -1.6230 -6.4008 -0.3884 0.000
H -0.2597 -8.3146 0.3936 0.000
H 1.5646 -7.9966 2.0268 0.000
H 2.0926 -5.7583 2.9309 0.000
```


No. 2
2 unconnected molecules or ions with the total composition C56H62N3O2. Source: the OMol25 dataset; level of theory: ωB97M-V/def2-TZVPD.

* E: -67633.7883 eV
* LUMO level: -0.1559 Ha
* molar mass: 809.13 g mol⁻¹
* frontier orbital gap: 4.62 eV
* total charge: +1

The geometry in XYZ format:
```
123
Properties=species:S:1:pos:R:3:lowdin_charge:R:1
C -2.7556 -3.6499 0.6776 -0.070
C -3.2040 -3.2628 2.0831 -0.377
C -4.0091 -4.4007 2.7196 -0.074
C -3.9506 -1.9343 2.0233 -0.121
C -5.3270 -1.9542 1.8004 -0.022
C -6.0283 -0.7754 1.5490 -0.042
C -5.3407 0.4272 1.4701 -0.030
C -3.9608 0.4800 1.6957 -0.120
C -3.2668 1.8151 1.4493 -0.373
C -3.7528 2.8683 2.4309 -0.059
C -3.4817 2.2921 0.0091 -0.062
C -3.2682 -0.6934 2.0624 -0.058
N -1.8140 -0.6712 2.2165 0.035
N -1.0933 -1.1950 1.2001 0.199
N 0.1989 -1.1910 1.6282 0.030
C 1.2487 -1.1648 0.6401 -0.107
C 1.7629 0.0823 0.2368 -0.110
C 1.0261 1.3978 0.5385 -0.362
C -0.0350 1.6416 -0.5301 -0.049
C 1.9614 2.5911 0.7180 -0.059
C 2.9071 0.0775 -0.5577 -0.013
C 3.4529 -1.1259 -1.0061 -0.040
C 2.8478 -2.3414 -0.6964 -0.018
C 1.7236 -2.3773 0.1288 -0.134
C 1.0506 -3.7180 0.4393 -0.380
C 2.0318 -4.7035 1.0705 -0.056
C 0.4261 -4.2997 -0.8320 -0.062
C 0.3030 -0.5856 2.8698 -0.127
C 1.6100 -0.3755 3.4554 -0.137
C 1.8528 0.8373 4.1296 -0.047
C 3.0864 1.0973 4.7264 -0.078
C 4.1400 0.1945 4.5662 -0.078
C 3.9215 -1.0111 3.8778 -0.057
C 2.6677 -1.3204 3.3596 0.002
C -0.9684 -0.2370 3.2751 -0.198
C -1.2789 0.3647 4.5058 0.033
H -2.1935 -2.8210 0.2363 0.051
H -2.1100 -4.5392 0.6925 0.076
H -3.6261 -3.8646 0.0411 0.096
H -2.3156 -3.0929 2.7049 0.128
H -4.4682 -4.0813 3.6594 0.087
H -4.7973 -4.7728 2.0514 0.079
H -3.3381 -5.2399 2.9412 0.084
H -5.8678 -2.9014 1.8167 0.114
H -7.1103 -0.8029 1.4087 0.115
H -5.8734 1.3464 1.2220 0.116
H -2.1959 1.6501 1.6189 0.114
H -3.5563 2.5457 3.4589 0.068
H -3.2279 3.8160 2.2648 0.069
H -4.8333 3.0425 2.3300 0.089
H -3.1399 1.5335 -0.7054 0.084
H -4.5473 2.4862 -0.1794 0.082
H -2.9241 3.2187 -0.1789 0.080
H 0.5013 1.2701 1.4946 0.111
H -0.7424 0.8005 -0.5525 0.071
H -0.5968 2.5650 -0.3350 0.075
H 0.4375 1.7180 -1.5217 0.097
H 2.7260 2.3680 1.4735 0.084
H 2.4567 2.8444 -0.2299 0.080
H 1.3978 3.4705 1.0588 0.073
H 3.3640 1.0265 -0.8438 0.115
H 4.3462 -1.1114 -1.6308 0.113
H 3.2436 -3.2851 -1.0796 0.119
H 0.2459 -3.5109 1.1579 0.112
H 2.5288 -4.2590 1.9400 0.068
H 1.5131 -5.6101 1.3991 0.088
H 2.8043 -4.9831 0.3418 0.082
H -0.2462 -3.5690 -1.2999 0.086
H 1.2146 -4.5497 -1.5555 0.084
H -0.1493 -5.2071 -0.6112 0.080
H 1.0213 1.5402 4.1566 0.077
H 3.2373 2.0085 5.3106 0.108
H 5.1296 0.4302 4.9661 0.107
H 4.7421 -1.7203 3.7571 0.111
H 2.4589 -2.2843 2.8849 0.103
H -0.7644 -0.0937 5.3579 0.059
H -2.2454 0.8556 4.5809 0.055
C -3.3711 0.1064 14.5126 -0.049
O -3.5055 1.2023 13.5745 -0.078
C -2.6009 1.2914 12.5626 -0.250
C -2.9184 2.1813 11.5086 0.017
C -2.1558 2.1825 10.3585 -0.016
C -1.0038 1.3656 10.2354 -0.184
C -0.2054 1.3640 9.0033 -0.073
C -0.8809 1.6293 7.7863 -0.014
C -0.3393 1.8489 6.5122 -0.006
C -0.6275 3.0543 5.7566 -0.214
C 0.3435 3.6657 4.9113 -0.036
C -0.0386 4.5539 3.9102 -0.061
C -1.3691 4.9821 3.8335 -0.080
C -2.2802 4.5878 4.8255 -0.087
C -1.9030 3.6702 5.8050 -0.025
C 1.2449 1.1785 9.1295 -0.175
C 1.9152 1.7295 10.2591 -0.021
C 3.2556 1.5298 10.4871 0.017
C 4.0202 0.7865 9.5581 -0.250
O 5.3353 0.6202 9.8643 -0.078
C 6.1950 -0.0624 8.9233 -0.049
C 3.3924 0.2636 8.4026 0.001
C 2.0227 0.4417 8.2125 -0.010
C -0.6530 0.5511 11.3416 -0.014
C -1.4312 0.4937 12.4877 0.003
H -4.2520 0.1981 15.1464 0.095
H -3.3717 -0.8619 13.9918 0.101
H -2.4570 0.2133 15.1134 0.095
H -3.7938 2.8188 11.6016 0.125
H -2.4169 2.8572 9.5433 0.113
H -1.9753 1.6927 7.8733 0.118
H 0.4947 1.2300 6.1980 0.067
H 1.3967 3.4004 5.0368 0.103
H 0.6942 4.9050 3.1795 0.108
H -1.6779 5.6687 3.0400 0.113
H -3.3031 4.9727 4.8118 0.117
H -2.6175 3.3469 6.5690 0.115
H 1.3571 2.3267 10.9821 0.129
H 3.7515 1.9259 11.3689 0.127
H 7.1691 -0.0731 9.4155 0.097
H 5.8388 -1.0878 8.7493 0.097
H 6.2548 0.4904 7.9737 0.094
H 3.9856 -0.2885 7.6704 0.098
H 1.5324 -0.0490 7.3733 0.114
H 0.2456 -0.0674 11.2992 0.126
H -1.1693 -0.1869 13.3027 0.112
```


No. 3
2 unconnected molecules or ions with the total composition C56H65N3O2. Source: the OMol25 dataset; level of theory: ωB97M-V/def2-TZVPD.

* E: -67689.0135 eV
* LUMO level: -0.0521 Ha
* molar mass: 812.15 g mol⁻¹
* energy above the lowest of the compared OMol25 structures with the same formula, charge and spin: 3.3 kcal per mole
* frontier orbital gap: 5.01 eV
* total charge: 0

The geometry in XYZ format:
```
126
Properties=species:S:1:pos:R:3:lowdin_charge:R:1
O 5.2758 1.2060 3.9103 -0.018
C 5.3638 0.0020 4.2062 -0.683
O 5.3543 -0.6883 5.2412 -0.002
C 5.4205 -0.9387 2.9170 -0.162
C 6.4417 -2.0837 3.0398 -0.058
C 5.6067 -3.2764 3.3264 -0.135
C 4.2427 -2.9437 3.2044 -0.128
C 3.2526 -3.8804 3.5030 0.015
C 3.6395 -5.1916 3.7969 -0.065
C 4.9982 -5.5225 3.9202 -0.062
C 5.9880 -4.5486 3.7329 -0.006
N 4.1197 -1.5866 2.9041 0.057
C 3.0038 -0.8312 2.8820 0.032
C 1.6938 -1.3393 3.0204 -0.077
C 0.8689 -0.9169 4.0442 0.007
C -0.3603 -1.5910 4.3668 -0.224
C -0.7809 -1.6855 5.7182 -0.025
C -1.8503 -2.4998 6.0666 -0.077
C -2.5611 -3.1922 5.0741 -0.076
C -2.2032 -3.0482 3.7269 -0.073
C -1.1281 -2.2383 3.3678 -0.033
H 5.5674 -0.3154 2.0295 0.152
H 6.9855 -2.1598 2.0886 0.128
H 7.1703 -1.8772 3.8294 0.136
H 2.2083 -3.5908 3.5342 0.096
H 2.8679 -5.9437 3.9453 0.106
H 5.2707 -6.5491 4.1732 0.107
H 7.0466 -4.7492 3.8959 0.122
H 3.1906 0.2469 2.8144 0.150
H 1.3698 -2.1392 2.3446 0.096
H 1.2322 -0.1431 4.7273 0.139
H -0.2061 -1.1436 6.4668 0.117
H -2.1284 -2.6072 7.1161 0.107
H -3.3878 -3.8474 5.3491 0.104
H -2.7631 -3.5738 2.9502 0.105
H -0.8650 -2.0979 2.3157 0.090
C -3.1852 -1.1646 -3.5653 -0.051
C -3.0639 -2.2694 -2.5318 -0.534
C -4.1741 -2.0622 -1.4928 -0.044
C -3.3240 -3.6058 -3.2376 -0.049
C -1.6938 -2.3668 -1.8035 -0.101
C -1.6459 -3.3074 -0.7641 -0.044
C -0.5207 -3.4324 0.0441 -0.078
C 0.6609 -2.7843 -0.3213 -0.049
C 0.7509 -2.0523 -1.5112 -0.050
C 2.1644 -1.8679 -2.1596 -0.517
C 2.6819 -0.4368 -2.1599 -0.055
C 2.1707 -2.4756 -3.5680 -0.036
C 3.2476 -2.6270 -1.3670 -0.078
C -0.5150 -1.6158 -2.0674 -0.061
N -0.6332 -0.2703 -2.5567 0.030
C -1.2649 0.7275 -1.8188 -0.242
C -2.0939 0.4732 -0.7494 -0.062
C -2.9212 1.4610 -0.0965 -0.231
C -3.7309 2.3532 -0.8335 -0.037
C -4.3145 3.4466 -0.1994 -0.083
C -4.1500 3.6208 1.1802 -0.099
C -3.4927 2.6472 1.9412 -0.097
C -2.9059 1.5500 1.3172 -0.050
N -0.7317 1.9323 -2.2320 0.047
C -0.8653 3.2216 -1.5992 -0.065
C -0.3635 3.4560 -0.2751 -0.050
C 0.7018 2.6101 0.5205 -0.504
C 0.5584 2.8187 2.0342 -0.055
C 2.0927 3.0937 0.0967 -0.030
C 0.6426 1.1165 0.3243 -0.056
C -0.7026 4.6730 0.3349 -0.038
C -1.1781 5.7467 -0.4086 -0.050
C -1.4093 5.5662 -1.7601 -0.052
C -1.4643 4.2815 -2.3234 -0.078
C -2.2332 4.2694 -3.6908 -0.521
C -3.5479 5.0503 -3.5086 -0.050
C -2.6688 2.9383 -4.2809 -0.058
C -1.3653 4.9914 -4.7263 -0.043
C 0.0322 1.6843 -3.3701 -0.062
C 0.0567 0.3543 -3.5861 -0.073
H -2.4937 -1.2977 -4.4021 0.091
H -4.2102 -1.1813 -3.9616 0.092
H -3.0410 -0.1867 -3.1025 0.063
H -4.3173 -2.9576 -0.8790 0.076
H -3.9361 -1.2209 -0.8368 0.072
H -5.1187 -1.8448 -2.0056 0.091
H -3.3400 -4.4396 -2.5275 0.078
H -4.2927 -3.5760 -3.7523 0.091
H -2.5414 -3.8006 -3.9803 0.091
H -2.5203 -3.9289 -0.5444 0.110
H -0.5526 -4.0622 0.9390 0.107
H 1.5305 -2.9188 0.3314 0.092
H 2.6722 -0.0208 -1.1461 0.075
H 3.7236 -0.4449 -2.5127 0.094
H 2.1305 0.2265 -2.8233 0.053
H 2.1368 -3.5693 -3.4807 0.093
H 1.3149 -2.1636 -4.1719 0.066
H 3.0991 -2.2095 -4.0933 0.094
H 2.9910 -3.6853 -1.2271 0.091
H 4.1922 -2.5815 -1.9281 0.093
H 3.4287 -2.1539 -0.3936 0.075
H -2.0154 -0.5241 -0.3307 0.107
H -3.8940 2.1421 -1.8911 0.093
H -4.9007 4.1644 -0.7800 0.095
H -4.5488 4.5166 1.6580 0.098
H -3.4219 2.7502 3.0260 0.103
H -2.3989 0.7609 1.8832 0.108
H -0.4796 2.6553 2.3524 0.081
H 1.1879 2.0910 2.5685 0.078
H 0.8966 3.8163 2.3417 0.084
H 2.2579 2.9048 -0.9725 0.087
H 2.1930 4.1728 0.2714 0.092
H 2.8743 2.5782 0.6769 0.091
H 0.7812 0.8252 -0.7162 0.063
H 1.4446 0.6315 0.9007 0.072
H -0.3013 0.7079 0.6976 0.075
H -0.5431 4.8364 1.4040 0.108
H -1.3604 6.7108 0.0652 0.111
H -1.6442 6.4404 -2.3656 0.104
H -3.3791 6.1125 -3.3075 0.078
H -4.1624 4.9779 -4.4143 0.089
H -4.1200 4.6293 -2.6713 0.067
H -1.8385 2.3171 -4.6192 0.066
H -3.3278 2.3840 -3.6078 0.063
H -3.2691 3.1752 -5.1742 0.091
H -0.4004 4.4822 -4.8332 0.079
H -1.8599 5.0006 -5.7059 0.091
H -1.1717 6.0274 -4.4315 0.080
H 0.4968 2.4876 -3.9192 0.127
H 0.5032 -0.2171 -4.3850 0.120
```


- Among the records above, which one has the lowest total charge?
  C56H65N3O2


- Which of these has the lowest total charge?
  C56H65N3O2


- Which value of molar mass does entry 1 give?
  1111.24 g mol⁻¹


- What is the molar mass in the first record?
  1111.24 g mol⁻¹